Entry 1:
ORCA calculation (ωB97M-V/def2-TZVPD) on a cluster of 2 separate species, C2H7NS in total at a distorted geometry.

```
! RIJCOSX wB97M-V def2-TZVPD def2/J DEFGRID3
* xyz 0 1
C 0.1133 -0.7112 -0.3520
C -1.1837 -0.1601 0.4321
S -0.7961 1.4879 0.9846
N 1.5264 -0.1836 -0.0159
H 0.2515 -1.7996 -0.2987
H 0.0192 -0.4942 -1.4347
H -2.1749 0.0925 0.0085
H -1.3498 -0.9583 1.1735
H 0.3444 1.7719 -0.4496
H 1.3035 0.5624 0.6926
H 1.9463 0.3923 -0.7404
*
```

Output
- relative energy (zero: lowest compared OMol25 entry of this formula, charge and spin) (kJ/mol) = 282.7
- E_HOMO (eV) = -9.1
- gap between HOMO and LUMO (eV) = 8.69
- total energy (a.u.) = -533.22278

---

Entry 2:
ORCA calculation (ωB97M-V/def2-TZVPD) on the molecule C2H7NS2 at a distorted geometry.

```
! RIJCOSX wB97M-V def2-TZVPD def2/J DEFGRID3
* xyz 0 1
N -2.0162 -0.4623 0.1987
C -0.6988 -0.0220 0.7027
C 0.4085 -0.3391 -0.2942
S 2.0446 -0.0491 0.5066
S 3.1498 0.9833 -0.8687
H -2.5493 -0.7521 1.0160
H -2.5507 0.3692 -0.0471
H -0.6585 1.0469 0.8940
H -0.4377 -0.4826 1.6527
H 0.4380 -1.3738 -0.6225
H 0.3924 0.3337 -1.1422
H 2.4778 0.7478 -1.9961
*
```

Output
- relative energy (zero: lowest compared OMol25 entry of this formula, charge and spin) (kJ/mol) = 49.2
- E_HOMO (eV) = -8.1
- SMILES = NCCSS
- gap between HOMO and LUMO (eV) = 8.67
- total energy (a.u.) = -931.50484

---

Entry 3:
ORCA calculation (ωB97M-V/def2-TZVPD) on a cluster of 2 separate species, C2H7NS2 in total at a distorted geometry.

```
! RIJCOSX wB97M-V def2-TZVPD def2/J DEFGRID3
* xyz 0 1
C -1.3025 -0.9128 0.1563
C 0.1565 -0.4943 0.3415
S 0.9959 -0.8141 1.7693
N 0.6614 -0.1694 -0.8872
S 2.0629 0.7835 -1.1768
H -1.6469 -0.8258 -0.8680
H -2.0059 -0.4476 0.8482
H -1.2588 -2.0142 0.3930
H 0.0787 -0.0318 -1.7073
H 2.2760 1.2414 0.0931
H -0.3052 1.6483 0.5582
H 0.2882 2.0368 0.4796
*
```

Output
- relative energy (zero: lowest compared OMol25 entry of this formula, charge and spin) (kJ/mol) = 191.0
- E_HOMO (eV) = -8.5
- SMILES = CC(=S)NS.[H][H]
- gap between HOMO and LUMO (eV) = 8.92
- total energy (a.u.) = -931.45082

---

Entry 4:
ORCA calculation (ωB97M-V/def2-TZVPD) on a cluster of 2 separate species, C2H7NS2 in total at a distorted geometry.

```
! RIJCOSX wB97M-V def2-TZVPD def2/J DEFGRID3
* xyz 0 3
C 1.2260 -1.0744 -0.1248
C -2.4769 0.4985 0.4679
N 1.5098 0.1745 0.4693
S 2.4467 1.3042 -0.1185
S -0.9993 1.4314 -0.1532
H 1.6024 -1.1251 -1.1151
H 1.6190 -1.9126 0.4564
H 0.0772 -1.2016 -0.1781
H -3.2854 1.0826 0.1647
H -2.3317 0.3773 1.5218
H -2.3698 -0.4899 0.0739
H 2.9820 0.9350 -1.4642
*
```

Output
- relative energy (zero: lowest compared OMol25 entry of this formula, charge and spin) (kJ/mol) = 57.9
- ⟨S²⟩ = 2.009
- E_HOMO (alpha / beta) (eV) = -7.9 / -8.6
- gap between HOMO and LUMO (alpha / beta) (eV) = 8.68 / 6.98
- total energy (a.u.) = -931.38260

---

Entry 5:
ORCA calculation (ωB97M-V/def2-TZVPD) on a structure of composition C2H7NaO3 at a distorted geometry.

```
! RIJCOSX wB97M-V def2-TZVPD def2/J DEFGRID3
* xyz 1 2
O 0.3876 -1.4470 -0.0136
C -0.8893 -0.8713 0.2273
C -0.8992 0.5256 -0.3624
O -2.1365 1.1121 -0.0513
H 0.6727 -1.9986 0.7654
H -1.0630 -0.8233 1.3128
H -1.6831 -1.4836 -0.2248
H -0.7568 0.4610 -1.4566
H -0.0635 1.1081 0.0728
H -2.1070 2.0528 -0.2425
Na 2.2676 -0.7819 -1.1874
O 3.1446 0.5848 0.5725
H 3.1259 1.5612 0.5878
*
```

Output
- relative energy (zero: lowest compared OMol25 entry of this formula, charge and spin) (kJ/mol) = 8.7
- ⟨S²⟩ = 0.753
- E_HOMO (alpha / beta) (eV) = -14.0 / -14.0
- gap between HOMO and LUMO (alpha / beta) (eV) = 9.71 / 6.75
- total energy (a.u.) = -468.12485

---

Entry 6:
ORCA calculation (ωB97M-V/def2-TZVPD) on a cluster of 2 separate species, C2H7O in total at a distorted geometry.

```
! RIJCOSX wB97M-V def2-TZVPD def2/J DEFGRID3
* xyz -1 1
O -1.9726 -1.0633 -1.9836
H -2.6835 -0.9417 -2.7065
C 1.3468 0.3993 0.6844
C -0.1780 -0.0090 0.4501
H 1.4455 1.4162 1.2681
H 1.9979 0.6235 -0.2324
H 1.7140 -0.1504 1.6709
H -0.5046 -1.0179 0.5179
H -0.8491 0.7185 0.9141
H -0.3164 0.0249 -0.5829
*
```

Output
- relative energy (zero: lowest compared OMol25 entry of this formula, charge and spin) (kJ/mol) = 122.3
- E_HOMO (eV) = -2.1
- gap between HOMO and LUMO (eV) = 6.21
- total energy (a.u.) = -155.56102

---

Entry 7:
ORCA calculation (ωB97M-V/def2-TZVPD) on a cluster of 2 separate species, C2H7O in total at a distorted geometry.

```
! RIJCOSX wB97M-V def2-TZVPD def2/J DEFGRID3
* xyz -1 1
O 0.4133 0.8370 2.2420
H 0.7300 -0.0180 2.2281
C 0.3443 0.4528 -0.5329
C -0.6626 -0.6443 -0.7015
H 1.2616 -0.0409 -0.1035
H 0.1395 1.1917 0.3370
H 0.7268 1.0550 -1.2938
H -0.9039 -1.2191 0.3516
H -1.7023 -0.2997 -1.1510
H -0.3467 -1.3144 -1.3760
*
```

Output
- relative energy (zero: lowest compared OMol25 entry of this formula, charge and spin) (kJ/mol) = 107.0
- E_HOMO (eV) = -2.0
- gap between HOMO and LUMO (eV) = 6.52
- total energy (a.u.) = -155.56685

---

Entry 8:
ORCA calculation (ωB97M-V/def2-TZVPD) on a cluster of 2 separate species, C2H7O in total at a distorted geometry.

```
! RIJCOSX wB97M-V def2-TZVPD def2/J DEFGRID3
* xyz 2 2
O -1.6787 0.3350 0.4317
H -1.9014 0.6112 1.3490
H -0.9657 -0.3003 0.0527
H -1.8157 1.1155 -0.1343
C 0.9242 0.2700 -0.6191
C 1.1661 -0.8753 0.0255
H 0.9754 1.3088 -0.1608
H 0.7558 0.1876 -1.6657
H 1.4485 -0.8028 1.1000
H 1.0915 -1.8497 -0.3792
*
```

Output
- relative energy (zero: lowest compared OMol25 entry of this formula, charge and spin) (kJ/mol) = 0.0
- ⟨S²⟩ = 0.752
- E_HOMO (alpha / beta) (eV) = -24.6 / -24.8
- gap between HOMO and LUMO (alpha / beta) (eV) = 13.30 / 8.86
- total energy (a.u.) = -154.70231

---

Entry 9:
ORCA calculation (ωB97M-V/def2-TZVPD) on a cluster of 2 separate species, C2H7O2 in total at a distorted geometry.

```
! RIJCOSX wB97M-V def2-TZVPD def2/J DEFGRID3
* xyz -1 1
C -0.6533 0.3663 0.1382
O 0.6891 0.2283 0.0885
C -1.0913 1.8715 -0.0153
H -1.1088 -0.0478 1.0593
H -1.1660 -0.1620 -0.7223
H -1.8972 2.1130 0.6852
H -1.3046 2.1921 -1.0337
H -0.1934 2.4356 0.2623
H 1.0521 -1.1982 -0.0786
H 0.3768 -2.6583 -0.3765
O 1.2270 -2.2287 -0.1682
*
```

Output
- relative energy (zero: lowest compared OMol25 entry of this formula, charge and spin) (kJ/mol) = 18.4
- E_HOMO (eV) = -3.0
- gap between HOMO and LUMO (eV) = 7.71
- total energy (a.u.) = -230.87765

---

Entry 10:
ORCA calculation (ωB97M-V/def2-TZVPD) on a cluster of 2 separate species, C2H7O2 in total at a distorted geometry.

```
! RIJCOSX wB97M-V def2-TZVPD def2/J DEFGRID3
* xyz 0 2
C -0.3685 -0.0028 0.2597
O 0.2832 -0.8465 -0.5630
C -1.3317 0.9800 -0.3954
H -0.8387 -0.5023 1.1163
H 0.3565 0.7151 0.6968
H -2.2597 0.5018 -0.7238
H -1.6571 1.8108 0.2167
H -0.9564 1.3310 -1.3591
H 1.9646 -0.9029 -0.2995
H 2.1257 -1.8333 0.7933
O 2.6821 -1.2508 0.2579
*
```

Output
- relative energy (zero: lowest compared OMol25 entry of this formula, charge and spin) (kJ/mol) = 60.1
- ⟨S²⟩ = 0.754
- E_HOMO (alpha / beta) (eV) = -11.1 / -10.8
- gap between HOMO and LUMO (alpha / beta) (eV) = 12.01 / 8.50
- total energy (a.u.) = -230.78132